[1]
A structure of composition C16H30Cl12MgO4, computed with the ωB97M-V functional and the def2-TZVPD basis.

Structure (XYZ):
```
63
Properties=species:S:1:pos:R:3:mulliken_charge:R:1
Mg 2.038 3.622 -0.861 0.94
C 2.216 2.747 3.085 -0.46
C 2.733 3.996 2.403 0.44
O 3.130 4.999 3.009 -0.67
O 2.719 4.058 1.105 -0.59
H 3.023 2.380 3.723 0.39
H 1.858 1.975 2.411 -0.02
H 1.492 3.126 3.806 0.22
C 0.171 0.277 -1.134 0.31
C 0.724 1.643 -0.982 0.92
O 0.698 2.374 0.043 -0.81
O 1.297 2.182 -1.983 -0.82
H 0.921 -0.373 -1.584 0.51
H -0.796 0.340 -1.628 -0.38
H 0.009 -0.217 -0.173 -0.06
Cl -0.992 2.632 -4.325 -0.18
C -0.053 1.385 -5.157 -0.52
C -0.457 -0.045 -4.751 0.61
Cl -2.055 -0.458 -5.460 -0.19
H 1.012 1.544 -5.004 0.28
H -0.209 1.426 -6.234 0.46
H -0.516 -0.078 -3.669 -0.76
H 0.183 -0.787 -5.215 0.36
Cl 4.520 0.603 0.795 -0.19
C 3.889 -0.958 0.156 0.19
C 3.474 -1.790 1.352 -0.20
Cl 4.950 -2.356 2.212 -0.19
H 4.613 -1.515 -0.435 0.43
H 3.056 -0.650 -0.472 -0.34
H 2.967 -2.694 1.012 0.10
H 2.827 -1.291 2.063 0.21
Cl -3.768 0.762 2.590 -0.17
C -2.330 1.463 1.768 1.07
C -2.089 2.856 2.331 -0.20
Cl -1.625 2.777 4.066 -0.18
H -2.537 1.493 0.701 -0.33
H -1.427 0.862 1.864 -0.58
H -2.800 3.644 2.082 0.46
H -1.269 3.305 1.758 -0.08
Cl -2.664 -1.589 -0.435 -0.09
C -3.445 -0.987 -1.935 0.06
C -4.024 0.383 -1.697 -0.34
Cl -5.380 0.318 -0.571 -0.16
H -4.084 -1.725 -2.414 0.48
H -2.649 -0.894 -2.679 -0.41
H -4.554 0.742 -2.577 0.40
H -3.270 1.086 -1.355 0.07
Cl 0.223 -3.229 -3.632 -0.19
C 0.141 -3.460 -1.890 0.60
C 1.014 -4.585 -1.415 -0.44
Cl 0.485 -6.187 -2.039 -0.18
H -0.908 -3.606 -1.616 0.25
H 0.253 -2.482 -1.416 -0.62
H 0.887 -4.662 -0.336 0.26
H 2.050 -4.477 -1.720 0.35
Cl 0.206 -1.523 2.141 -0.05
C -0.740 -0.788 3.433 -0.08
C -0.726 -1.513 4.811 -0.58
Cl -0.850 -3.274 4.666 -0.19
H -1.780 -0.717 3.112 0.08
H -0.483 0.262 3.578 0.09
H -1.515 -1.099 5.433 0.39
H 0.220 -1.252 5.284 0.34
```

Results
ΔE to the lowest compared entry with this formula, charge and spin in kcal per mole: 66.4
LUMO energy in hartree: -0.06970
Net charge: 0
HOMO-LUMO gap in eV: 6.70
Highest occupied orbital energy in Eh: -0.3159
E in hartree: -6651.08771

=====

[2]
A structure of composition C24H17BrN4Os, computed with the ωB97M-V functional and the def2-TZVPD basis.

Structure (XYZ):
```
47
Properties=species:S:1:pos:R:3:mulliken_charge:R:1
Os -0.183 0.601 0.094 0.96
Br 6.376 -3.178 -1.013 0.32
C 4.999 -2.066 -0.702 0.11
C 3.857 -2.118 -1.550 -0.60
C 2.832 -1.232 -1.332 -0.05
C 2.947 -0.284 -0.304 -0.47
C 4.050 -0.257 0.562 -0.06
C 5.085 -1.142 0.373 -0.61
N 1.926 0.734 -0.168 -0.20
C 2.324 1.970 -0.272 0.09
C 1.394 3.055 -0.074 0.50
C 1.785 4.367 -0.134 -0.73
C 0.850 5.367 0.190 -0.30
C -0.414 4.986 0.583 -0.96
C -0.753 3.633 0.595 0.00
N 0.115 2.677 0.247 -0.30
H 3.816 -2.828 -2.367 0.53
H 1.971 -1.234 -1.990 0.52
H 4.095 0.457 1.378 0.58
H 5.952 -1.130 1.022 0.52
H 3.366 2.201 -0.484 0.59
H 2.801 4.621 -0.411 0.45
H 1.130 6.412 0.153 0.52
H -1.156 5.717 0.879 0.43
H -1.741 3.319 0.906 0.91
C -4.405 1.255 -0.765 -1.07
C -3.053 1.482 -0.576 -0.18
N -2.202 0.498 -0.226 -0.48
C -2.707 -0.783 -0.093 0.13
C -4.044 -1.091 -0.292 1.09
C -4.908 -0.025 -0.630 -0.39
C -4.480 -2.447 -0.121 -1.03
C -3.611 -3.404 0.269 -1.01
C -2.238 -3.079 0.519 1.10
C -1.288 -3.999 1.015 -0.46
C 0.008 -3.590 1.264 -0.95
C 0.376 -2.283 0.998 0.10
N -0.495 -1.384 0.509 -0.29
C -1.802 -1.779 0.306 0.29
H -5.049 2.086 -1.020 0.43
H -2.638 2.467 -0.737 0.98
H -5.963 -0.216 -0.788 0.52
H -5.520 -2.691 -0.298 0.47
H -3.944 -4.427 0.398 0.47
H -1.586 -5.022 1.217 0.52
H 0.740 -4.273 1.671 0.44
H 1.384 -1.940 1.198 0.57
```

Results
LUMO energy (spin up / spin down) in hartree: -0.49744 / -0.56774
Net charge: +4
HOMO-LUMO gap (spin up / spin down) in eV: 6.89 / 5.02
2S+1: 5
Highest occupied orbital energy (spin up / spin down) in Eh: -0.7505 / -0.7522
E in hartree: -3806.90614

=====

[3]
The ion C4H11N2O with charge +1, computed with the ωB97M-V functional and the def2-TZVPD basis.

Structure (XYZ):
```
18
Properties=species:S:1:pos:R:3:mulliken_charge:R:1
N 1.771 -0.975 1.656 -0.31
C 0.336 -0.729 1.282 -0.53
C 0.408 0.404 0.240 0.66
N -0.521 0.401 -0.732 0.03
C -1.714 -0.383 -0.873 -0.96
C -0.401 1.533 -1.696 -0.93
O 1.285 1.233 0.362 -0.64
H 2.342 -0.133 1.487 0.35
H 2.246 -1.693 1.099 0.36
H 1.920 -1.160 2.660 0.36
H -0.090 -0.263 2.181 0.24
H -0.212 -1.623 1.052 0.37
H -2.689 -0.021 -0.559 0.33
H -1.898 -0.755 -1.903 0.37
H -1.581 -1.418 -0.495 0.32
H -0.582 2.504 -1.225 0.33
H 0.585 1.671 -2.135 0.32
H -1.205 1.409 -2.401 0.34
```

Results
SMILES: CN(C)C(=O)C[NH3+]
ΔE to the lowest compared entry with this formula, charge and spin in kcal per mole: 36.3
LUMO energy in hartree: -0.13497
Net charge: +1
HOMO-LUMO gap in eV: 9.99
Highest occupied orbital energy in Eh: -0.5021
E in hartree: -343.50637

=====

[4]
The molecule C5H8O, computed with the ωB97M-V functional and the def2-TZVPD basis.

Structure (XYZ):
```
14
Properties=species:S:1:pos:R:3:mulliken_charge:R:1
C -1.266 -0.823 -2.305 -1.28
C -0.299 -0.486 -1.259 0.84
C 0.502 -0.215 -0.399 -0.29
C 1.356 0.114 0.748 -0.55
C 0.560 0.910 1.797 -0.52
O -0.679 0.319 2.096 -0.48
H -2.220 -0.316 -2.132 0.28
H -0.899 -0.523 -3.290 0.29
H -1.457 -1.900 -2.326 0.29
H 1.726 -0.812 1.201 0.24
H 2.236 0.688 0.433 0.30
H 1.124 0.935 2.732 0.30
H 0.431 1.949 1.457 0.26
H -1.116 0.161 1.246 0.30
```

Results
SMILES: CC#CCCO
ΔE to the lowest compared entry with this formula, charge and spin in kcal per mole: 43.2
LUMO energy in hartree: 0.03302
Net charge: 0
HOMO-LUMO gap in eV: 10.56
Highest occupied orbital energy in Eh: -0.3549
E in hartree: -270.48898

=====

[5]
A structure of composition CH3NOS, computed with the ωB97M-V functional and the def2-TZVPD basis.

Structure (XYZ):
```
7
Properties=species:S:1:pos:R:3:mulliken_charge:R:1
C -0.842 0.159 -0.038 -0.58
N 1.029 -0.217 -0.019 0.31
O 1.212 -1.408 -0.016 -0.44
S 2.035 0.986 -0.033 -0.13
H -1.282 -0.677 -0.534 0.30
H -0.957 1.218 -0.298 0.25
H -1.195 -0.062 0.938 0.29
```

Results
ΔE to the lowest compared entry with this formula, charge and spin in kcal per mole: 97.8
LUMO energy in hartree: -0.01642
Net charge: 0
HOMO-LUMO gap in eV: 8.82
Highest occupied orbital energy in Eh: -0.3407
E in hartree: -567.94491